1.
Computed, not measured: C27H31HgNO8PS as an isolated structure, with wB97M-V/def2-TZVPD.

Last column: natural (NBO) charge in e.
Positions of all 70 atoms, in Å:
Hg -0.5970 0.1373 -0.1348  1.42
S -1.7087 -4.2075 1.9806  0.22
P 2.3372 -0.5352 -2.4580  1.66
O -0.8167 2.4278 -1.8020  -0.54
O -0.4880 3.7770 2.2893  -0.71
O 3.0333 2.5024 0.3768  -0.72
O 3.1712 0.7494 -3.0256  -0.85
O 1.5889 0.9658 -0.3592  -0.89
O -0.8285 1.8502 1.2301  -0.86
O 3.4155 -1.1079 -1.3844  -0.85
O 2.7267 -1.6565 -3.6508  -0.84
N -0.8497 -1.7431 1.7429  -0.61
C 1.1507 3.2768 -0.8432  -0.35
C -1.1273 -3.3796 3.4063  -0.27
C -2.2366 -2.5986 -3.1465  -0.35
C -0.2456 -1.2192 4.0608  -0.27
C -1.6792 -2.6772 -0.3692  -0.17
C 0.4971 2.8665 -2.1757  0.08
C 4.5927 0.8728 -3.0420  -0.06
C -1.1962 3.6166 -1.1030  0.08
C 1.6868 -1.9093 -4.5863  -0.07
C -0.4703 3.0777 1.2747  0.80
C 1.9927 2.1678 -0.1948  0.81
C -0.5552 -2.9888 5.6972  -0.30
C -1.3840 -2.7399 1.0128  0.02
C -2.4979 -3.7516 -2.4073  -0.23
C 4.9779 2.2374 -2.5101  -0.64
C -1.0423 -3.8417 4.7062  -0.22
C 0.1794 4.1332 -2.9850  -0.43
C -2.2303 -3.7981 -1.0541  -0.26
C 4.0965 -1.8887 0.7553  -0.62
C -0.7225 -2.0692 3.0480  0.23
C -0.0933 3.7836 -0.0406  -0.35
C -0.1693 -1.6879 5.3609  -0.22
C 1.5846 -0.8245 -5.6490  -0.63
C -1.0327 4.6933 -2.1914  -0.43
C 2.9321 -1.7489 -0.1951  -0.07
C -1.6982 -1.4833 -2.4834  -0.18
C -1.4211 -1.4892 -1.1321  -0.49
H 2.5160 -2.7270 -0.4557  0.16
H 4.5615 2.3786 -1.5114  0.26
H 0.7262 -2.0092 -4.0685  0.19
H -2.9067 -4.6291 -2.8994  0.18
H 2.4941 -0.7865 -6.2534  0.19
H 4.9262 0.7429 -4.0773  0.15
H 0.0264 4.8317 0.2282  0.22
H -2.2011 3.5114 -0.7011  0.21
H -2.4339 -4.7088 -0.5000  0.19
H 1.0175 2.0812 -2.7143  0.23
H 5.0454 0.0874 -2.4375  0.19
H 4.9048 -2.4577 0.2890  0.19
H -0.4796 -3.3350 6.7211  0.19
H 0.7292 -1.0123 -6.3029  0.20
H -2.4329 -2.5652 -4.2124  0.18
H 2.1491 -1.1373 0.2504  0.22
H -1.9257 4.7453 -2.8161  0.20
H 1.4554 0.1511 -5.1779  0.22
H -0.8497 5.6793 -1.7621  0.20
H 1.0281 4.8175 -3.0212  0.20
H 3.7800 -2.4032 1.6641  0.21
H 6.0675 2.3247 -2.4602  0.19
H 4.5942 3.0283 -3.1596  0.19
H 0.0371 -0.2069 3.7986  0.23
H 1.8425 4.1037 -1.0058  0.21
H 0.1957 -1.0262 6.1389  0.19
H -1.3522 -4.8515 4.9530  0.19
H -0.1007 3.8741 -4.0070  0.20
H 4.4731 -0.8994 1.0191  0.22
H -1.4971 -0.5843 -3.0590  0.19
H 1.9165 -2.8707 -5.0513  0.16

Properties
Lowest unoccupied orbital energy (spin up / spin down)   4.6 / 4.5 eV
Multiplicity   2
Net charge   -2
Gap between HOMO and LUMO (spin up / spin down)   3.9 / 6.7 eV

***

2.
Computed, not measured: C3HCl2N3O3 as an isolated structure, with wB97M-V/def2-TZVPD.

Last column: natural (NBO) charge in e.
Positions of all 12 atoms, in Å:
Cl 2.3733 -0.8087 0.9958  0.11
Cl 1.2364 -1.1421 -1.6864  0.05
O 2.6841 1.7431 0.1850  -0.30
O 1.1325 1.9561 -1.3163  -0.32
O -1.1915 -1.1176 -0.3683  -0.38
N -0.9283 0.5369 1.0881  -0.22
N -2.2044 0.2098 1.1045  -0.27
N 1.7700 1.4135 -0.4773  0.57
C 1.1318 -0.3038 -0.1128  -0.10
C -0.2964 -0.2982 0.2825  0.32
C -2.3652 -0.8077 0.2447  0.29
H -3.3422 -1.3811 0.0604  0.23

Properties
Lowest unoccupied orbital energy   -0.6 eV
Multiplicity   1
Gap between HOMO and LUMO   9.8 eV

***

3.
Computed, not measured: C60H58FGeIrN2O3P3S2 as an isolated structure, with wB97M-V/def2-TZVPD.

Last column: Mulliken charge in e.
Positions of all 131 atoms, in Å:
Ir 0.2162 0.4591 -1.4214  2.90
Ge -0.5742 -0.4078 2.5510  0.31
S 0.2339 -2.1481 -1.2696  -0.50
S -1.6212 -1.6737 -2.0526  0.36
P -1.1198 2.2642 0.1820  0.47
P -1.4152 -3.2887 0.5829  2.00
P 2.2009 0.4810 0.2791  1.67
F -0.7122 -0.5170 0.7911  1.32
O -2.4782 -1.4898 -0.8996  -0.13
O -1.9667 -2.7811 -2.8981  -0.81
O -1.4256 -0.4092 -2.7762  -0.58
N -0.2001 2.2082 -3.3931  0.65
N 1.5943 -0.2884 -3.5900  1.30
C -0.4751 -5.2414 -1.1257  -0.21
C 0.7722 3.9349 1.1796  -0.72
C 3.4206 -0.8404 -0.0678  0.96
C 4.3513 4.4236 -0.7881  -0.99
C -1.4382 -3.2742 2.4260  0.20
C -5.8880 -3.4960 -0.3017  -0.75
C -0.4582 4.9828 -0.5880  -0.71
C -2.7893 3.6319 3.6619  -1.11
C 3.0980 2.0586 -0.0026  0.43
C 0.4602 -5.3204 1.0895  -0.88
C -1.8586 -4.4749 2.9951  -0.66
C 1.4787 0.8026 -4.5584  -1.18
C -2.7974 2.5576 4.5341  -0.90
C -1.7160 -3.5135 5.1793  -1.11
C 1.3369 -0.0690 2.9937  -0.20
C -3.7181 -4.4979 -0.5720  -0.55
C -4.0366 -2.6825 0.9796  -0.52
C -1.6232 1.2328 2.8855  -0.30
C 2.9949 -0.5296 -3.2624  -1.25
C 0.0789 1.3947 -4.5810  -0.94
C 2.8201 2.6406 -1.2386  0.64
C 3.0076 -2.1415 0.2103  -0.73
C -2.2270 3.4961 2.4081  -0.47
C 2.9064 -0.1402 4.8426  -0.97
C 1.3060 6.1748 0.5290  -1.00
C 4.5857 3.8880 0.4661  -1.01
C 0.4871 3.4953 -3.5138  -1.16
C -5.3747 -2.6323 0.6558  -0.58
C -5.0675 -4.4449 -0.8848  -0.75
C -0.4548 -4.7807 0.1915  0.77
C 5.5817 -1.6830 -0.6781  -0.92
C 4.7225 -0.6125 -0.4946  0.27
C -1.3196 -2.3147 4.6186  -0.83
C -0.2494 3.8788 0.2304  1.40
C 1.2917 -6.3531 0.6946  -0.84
C 0.3596 -6.2734 -1.5121  -1.14
C 3.9571 2.7210 0.8664  -0.88
C 1.2455 -6.8319 -0.6041  -0.62
C 1.5351 5.0729 1.3396  -0.60
C -3.1927 -3.5979 0.3450  0.52
C -1.6440 2.2993 1.9876  0.19
C 3.4415 3.8097 -1.6346  -0.51
C -1.6380 2.4660 -3.3548  -1.11
C 1.0612 -1.5107 -4.1864  -1.53
C 2.3759 0.2081 2.1094  0.14
C 3.8584 -3.2088 -0.0023  -0.79
C -3.5509 3.6597 -0.5350  -0.22
C 3.9489 0.0580 3.9542  -1.14
C -3.5504 1.2623 -0.4830  0.16
C -5.5774 2.4375 -0.9674  -0.82
C -4.8997 3.6394 -0.8441  -0.97
C -4.8998 1.2457 -0.7802  -0.88
C 0.3120 6.1249 -0.4322  -0.20
C 5.1489 -2.9807 -0.4552  -0.86
C -1.9886 -4.6002 4.3638  -1.02
C -2.8597 2.4648 -0.3629  1.11
C -2.2004 1.3756 4.1455  -0.33
C 3.6829 0.2135 2.6082  -0.88
C -1.1711 -2.1778 3.2391  0.73
C 1.6205 -0.2244 4.3509  0.21
H -3.0338 0.3236 -0.3648  0.00
H 6.5959 -1.5061 -1.0026  0.46
H 0.8110 -0.4181 5.0392  0.41
H 2.3027 5.1020 2.0984  0.54
H 0.5268 -4.9421 2.0989  0.36
H -3.0831 -5.2259 -1.0532  0.38
H -0.0131 -1.4401 -4.3187  0.34
H -5.4240 4.5720 -0.9879  0.46
H -1.1239 -4.7681 -1.8509  0.24
H 5.2609 4.3792 1.1495  0.42
H -6.0113 -1.8892 1.1132  0.51
H -6.6298 2.4303 -1.2033  0.40
H -5.4055 0.2946 -0.8581  0.60
H 5.0622 0.3966 -0.6844  0.40
H 4.8510 5.3290 -1.0967  0.40
H 0.3364 -6.6271 -2.5319  0.48
H -1.9795 2.9257 -4.2909  0.57
H -1.8754 3.1357 -2.5341  0.36
H 4.5129 0.3094 1.9243  0.72
H 3.0513 -1.3494 -2.5497  0.10
H -1.8215 -3.5963 6.2503  0.45
H 0.9419 3.0701 1.8115  0.19
H 0.1278 6.9791 -1.0677  0.49
H 1.2721 -2.3566 -3.5388  0.44
H 1.7149 0.4439 -5.5699  0.48
H -2.3155 -5.5353 4.7934  0.46
H 3.2186 4.2642 -2.5894  0.42
H -5.4702 -5.1190 -1.6255  0.45
H -2.2331 4.3478 1.7456  0.32
H 1.5279 -1.7036 -5.1601  0.41
H 3.5730 -0.7968 -4.1573  0.53
H 0.4270 4.0462 -2.5776  -0.06
H -1.2308 4.9736 -1.3417  -0.06
H -1.1316 -1.4691 5.2675  0.20
H 3.5088 -4.2125 0.1925  0.46
H 1.9874 -6.7723 1.4060  0.45
H 1.8998 -7.6317 -0.9176  0.43
H 1.8947 7.0709 0.6494  0.41
H 3.0954 -0.2602 5.8982  0.46
H -3.6210 -1.9755 1.6879  0.20
H 5.8217 -3.8072 -0.6309  0.42
H -2.1973 0.5328 4.8233  0.39
H -3.2593 2.6412 5.5050  0.45
H -3.2345 4.5719 3.9496  0.47
H -2.1668 1.5297 -3.2048  -0.02
H -0.0583 1.9958 -5.4914  0.67
H -2.0877 -5.3166 2.3548  0.55
H 0.0315 4.0976 -4.3123  0.41
H 4.1286 2.3575 1.8663  0.52
H 3.4370 0.3576 -2.8126  0.19
H 2.2131 1.5672 -4.3029  0.36
H 4.9694 0.0877 4.3045  0.46
H 1.5373 3.3565 -3.7566  0.40
H -0.6465 0.5849 -4.5940  0.32
H 2.0082 -2.3159 0.5820  0.41
H -3.0540 4.6103 -0.4245  0.27
H 2.0631 2.1518 -1.8544  -0.89
H -6.9206 -3.4108 -0.6068  0.41

Properties
Lowest unoccupied orbital energy (spin up / spin down)   -1.8 / -3.9 eV
Multiplicity   5
Net charge   +1
Gap between HOMO and LUMO (spin up / spin down)   7.4 / 6.7 eV

***

Calculated DFT total energy (eV), listed in the same order as above: -70674.247; -38779.436; -183886.132